a:
68
Properties=species:S:1:pos:R:3 method="wB97M-V/def2-TZVPD" spin_multiplicity=4 total_charge=-2
V 0.63 0.74 -0.97
S 4.55 2.92 -0.39
C 4.89 1.33 0.15
C 3.79 0.53 0.10
C 2.60 1.19 -0.36
C 2.90 2.48 -0.68
C 1.89 3.36 -1.25
C 2.08 4.72 -1.52
C 1.02 5.48 -1.94
C -0.22 4.88 -2.11
C -0.32 3.52 -1.88
N 0.70 2.76 -1.50
H 5.89 1.07 0.46
H 3.82 -0.52 0.38
H 3.06 5.15 -1.35
H 1.15 6.54 -2.14
H -1.09 5.44 -2.42
H -1.25 2.98 -2.06
C -3.38 3.01 0.89
N -2.85 2.09 1.87
C -3.61 1.10 2.48
C -2.77 0.35 3.20
N -1.49 0.88 3.03
C -1.54 1.99 2.21
S -0.34 3.09 1.78
C -0.33 0.25 3.56
C -0.48 -0.65 4.62
C 0.67 -1.25 5.10
C 1.90 -0.94 4.53
C 1.92 -0.03 3.49
N 0.82 0.54 3.01
H -4.28 3.49 1.28
H -3.62 2.46 -0.03
H -2.62 3.75 0.68
H -4.65 0.97 2.26
H -2.94 -0.61 3.66
H -1.44 -0.90 5.03
H 0.60 -1.97 5.90
H 2.82 -1.39 4.89
H 2.84 0.24 2.99
S 1.88 -0.27 -2.72
C 0.77 -0.80 -3.98
C 1.26 -1.53 -5.07
C 0.44 -1.96 -6.10
C -0.92 -1.65 -6.06
C -1.42 -0.93 -4.98
C -0.60 -0.49 -3.94
S -1.31 0.42 -2.60
H 2.32 -1.77 -5.08
H 0.85 -2.53 -6.93
H -1.59 -1.98 -6.84
H -2.48 -0.70 -4.93
O -2.52 -2.71 3.19
S -2.57 -2.72 1.72
O -3.86 -3.15 1.21
N -2.09 -1.34 1.11
C -0.89 -1.49 0.50
O -0.20 -0.43 0.11
C -0.38 -2.80 0.42
C 0.81 -3.31 -0.15
C 1.06 -4.66 -0.03
C 0.18 -5.53 0.65
C -0.99 -5.04 1.21
C -1.26 -3.69 1.09
H 1.48 -2.65 -0.69
H 1.96 -5.07 -0.48
H 0.41 -6.59 0.72
H -1.68 -5.69 1.73

=====

b:
68
Properties=species:S:1:pos:R:3 method="wB97M-V/def2-TZVPD" spin_multiplicity=4 total_charge=-2
V -0.75 -0.09 0.37
S -1.68 4.08 1.77
C -1.56 3.18 3.23
C -1.30 1.86 2.99
C -1.18 1.50 1.59
C -1.37 2.64 0.83
C -1.22 2.60 -0.62
C -1.38 3.68 -1.48
C -1.17 3.51 -2.84
C -0.78 2.27 -3.31
C -0.65 1.23 -2.41
N -0.87 1.37 -1.08
H -1.68 3.68 4.18
H -1.16 1.16 3.80
H -1.66 4.64 -1.07
H -1.30 4.34 -3.52
H -0.56 2.10 -4.36
H -0.37 0.24 -2.72
C 4.24 -0.81 1.23
N 3.13 -1.75 1.20
C 2.93 -2.68 0.17
C 1.72 -3.21 0.34
N 1.16 -2.58 1.46
C 2.05 -1.68 2.02
S 1.93 -0.81 3.47
C -0.21 -2.72 1.83
C -0.74 -3.98 2.03
C -2.05 -4.06 2.45
C -2.73 -2.90 2.74
C -2.10 -1.69 2.48
N -0.88 -1.59 1.96
H 5.18 -1.34 1.38
H 4.07 -0.13 2.06
H 4.27 -0.26 0.29
H 3.66 -2.83 -0.62
H 1.15 -3.88 -0.28
H -0.13 -4.86 1.84
H -2.53 -5.03 2.56
H -3.75 -2.91 3.10
H -2.59 -0.75 2.70
S -0.74 -2.04 -1.32
C -2.44 -2.41 -1.65
C -2.78 -3.51 -2.46
C -4.10 -3.82 -2.80
C -5.13 -3.01 -2.33
C -4.82 -1.93 -1.51
C -3.50 -1.61 -1.13
S -3.20 -0.27 -0.03
H -1.97 -4.13 -2.82
H -4.31 -4.67 -3.44
H -6.16 -3.21 -2.61
H -5.62 -1.30 -1.12
O 3.53 1.34 -3.48
S 3.87 1.10 -2.10
O 5.26 0.83 -1.82
N 2.91 0.00 -1.43
C 2.12 0.54 -0.50
O 1.26 -0.07 0.16
C 2.42 2.00 -0.23
C 1.93 2.79 0.79
C 2.37 4.11 0.85
C 3.30 4.60 -0.06
C 3.83 3.77 -1.05
C 3.36 2.47 -1.10
H 1.24 2.37 1.51
H 1.98 4.76 1.62
H 3.63 5.63 0.01
H 4.59 4.13 -1.73

=====

c:
68
Properties=species:S:1:pos:R:3 method="wB97M-V/def2-TZVPD" spin_multiplicity=4 total_charge=-2
V 1.16 0.35 0.74
S -1.14 -1.89 4.10
C -1.92 -0.36 4.04
C -1.34 0.47 3.12
C -0.23 -0.08 2.41
C -0.01 -1.36 2.86
C 1.06 -2.21 2.36
C 1.28 -3.53 2.75
C 2.33 -4.23 2.19
C 3.15 -3.61 1.26
C 2.87 -2.30 0.92
N 1.86 -1.62 1.45
H -2.77 -0.16 4.68
H -1.72 1.47 2.95
H 0.62 -3.99 3.47
H 2.50 -5.26 2.47
H 3.98 -4.12 0.79
H 3.46 -1.75 0.19
C -3.44 -0.77 -3.19
N -2.31 0.05 -2.80
C -1.02 -0.05 -3.31
C -0.26 0.84 -2.66
N -1.10 1.50 -1.77
C -2.38 1.04 -1.87
S -3.76 1.59 -1.08
C -0.70 2.58 -0.93
C -1.18 3.85 -1.25
C -0.81 4.91 -0.45
C 0.01 4.66 0.64
C 0.43 3.36 0.88
N 0.09 2.32 0.10
H -4.04 -0.26 -3.95
H -4.06 -0.95 -2.32
H -3.05 -1.71 -3.58
H -0.75 -0.84 -3.98
H 0.81 1.01 -2.64
H -1.84 3.96 -2.10
H -1.16 5.91 -0.66
H 0.33 5.45 1.30
H 1.08 3.11 1.71
S 2.88 0.79 -1.04
C 3.77 2.15 -0.37
C 4.53 2.96 -1.22
C 5.26 4.05 -0.76
C 5.24 4.35 0.60
C 4.49 3.56 1.46
C 3.75 2.46 1.02
S 2.84 1.51 2.18
H 4.54 2.72 -2.28
H 5.83 4.65 -1.45
H 5.80 5.20 0.98
H 4.47 3.79 2.52
O -0.79 -5.27 -1.99
S -1.22 -3.93 -2.26
O -1.77 -3.71 -3.59
N -0.10 -2.83 -1.92
C -0.52 -1.96 -0.99
O 0.11 -0.96 -0.62
C -1.89 -2.28 -0.45
C -2.63 -1.59 0.50
C -3.89 -2.06 0.81
C -4.41 -3.19 0.19
C -3.68 -3.88 -0.78
C -2.42 -3.39 -1.07
H -2.21 -0.71 0.97
H -4.49 -1.53 1.55
H -5.41 -3.54 0.45
H -4.08 -4.75 -1.28

=====

The least stable of them is a.

=====

a:
8
Properties=species:S:1:pos:R:3 method="wB97M-V/def2-TZVPD" smiles="C=S.P"
C 0.06 0.61 2.88
S -0.08 2.18 2.61
H 0.89 -0.15 2.70
H -0.64 0.12 3.55
P -0.55 -0.93 -0.35
H -0.26 -2.34 0.02
H -1.55 -1.15 0.49
H -1.36 -1.31 -1.37

=====

b:
Density functional theory data (the ωB97M-V functional and the def2-TZVPD basis) for a cluster of 2 separate species, CH5PS in total.

Geometry as XYZ:
```
8
CH5PS (the ωB97M-V functional and the def2-TZVPD basis)
C -0.14 0.05 0.97
P -1.36 0.52 -1.45
S 1.59 0.18 0.69
H -0.56 -0.87 1.09
H -0.49 0.82 1.54
H -0.62 -0.62 -1.41
H -0.22 1.03 -1.95
H 1.82 -1.12 0.53
```

=====

The least stable of them is b.

=====

a:
11
Properties=species:S:1:pos:R:3 method="wB97M-V/def2-TZVPD" total_charge=-1
C 2.53 0.28 -0.20
C -1.65 0.02 0.62
N -0.28 0.27 0.13
O 2.32 1.44 -0.19
O 3.51 -0.47 -0.17
P 0.88 -0.90 0.14
H -1.97 -0.73 -0.02
H -1.56 -0.05 1.69
H -2.21 0.93 0.44
H -0.15 1.07 -0.62
H -1.41 -1.86 -1.80

=====

b:
11
Properties=species:S:1:pos:R:3 method="wB97M-V/def2-TZVPD" total_charge=-1
C 2.13 -0.46 -0.11
C 1.15 -0.97 0.67
N -1.33 1.15 -0.74
O -2.49 0.72 1.54
O -2.84 -0.99 -0.44
P -2.02 -0.01 0.32
H 3.10 -0.92 -0.46
H 2.12 0.49 -0.63
H 1.62 -1.84 1.23
H -0.48 0.93 -1.28
H -0.96 1.90 -0.11

=====

The least stable of them is a.

=====

a:
22
Properties=species:S:1:pos:R:3 method="wB97M-V/def2-TZVPD" total_charge=-1
C 0.87 0.76 1.45
O 0.63 -0.60 1.95
C 1.77 0.93 0.26
C 0.94 0.78 -1.12
C 0.27 -0.53 -1.31
N 1.29 -1.48 -1.17
H -0.14 1.09 1.07
H 1.20 1.35 2.36
H 1.97 2.00 0.25
H 2.58 0.20 0.31
H 0.24 1.66 -1.23
H 1.76 0.91 -1.87
H -0.23 -0.56 -2.21
H -0.61 -0.56 -0.72
H 1.54 -1.60 -0.19
H 0.84 -2.38 -1.47
H -4.03 0.73 -0.04
H -2.68 -0.08 -0.24
O -3.39 0.39 -0.70
H -0.37 -0.81 1.67
H -2.54 -1.32 1.76
O -1.91 -0.85 1.18

=====

b:
22
Properties=species:S:1:pos:R:3 method="wB97M-V/def2-TZVPD" total_charge=-1
C 1.57 1.56 1.29
C 0.51 0.54 0.90
C 1.23 -0.77 0.48
C 0.47 -2.03 0.05
O -0.73 -2.25 0.77
N -0.25 1.16 -0.19
H 2.31 1.16 2.00
H 1.09 2.41 1.79
H 2.27 1.84 0.50
H -0.20 0.46 1.74
H 1.84 -1.05 1.34
H 1.94 -0.48 -0.31
H 1.12 -2.94 0.10
H 0.12 -2.13 -0.99
H -0.96 0.50 -0.51
H 0.36 1.14 -1.02
H -2.39 1.60 -2.07
H -1.04 1.53 -2.80
O -1.88 1.96 -2.81
H -1.59 -1.58 0.41
H -3.01 -1.54 -0.77
O -2.77 -1.13 0.08

=====

The least stable of them is a.